Here is 2 unconnected molecules or ions with the total composition C4H13NO2S in a non-equilibrium geometry from the Open Molecules 2025 dataset. Energies are from ωB97M-V/def2-TZVPD.

Bonds (Å) are listed after each position.
Element x y z (Å)
1 C -0.587 -2.008 -1.479  N2 1.460, H8 1.090, H9 1.089, H10 1.093
2 N 0.439 -1.066 -1.043  C1 1.460, C3 1.466, H11 1.011
3 C -0.062 0.022 -0.197  N2 1.466, C4 1.551, C6 1.534, H12 1.063
4 C -1.287 0.799 -0.744  C3 1.551, S5 1.801, H13 1.091, H14 1.085
5 S -1.200 2.574 -0.454  C4 1.801, H15 1.330
6 C -0.327 -0.446 1.240  C3 1.534, O7 1.435, H16 1.094, H17 1.088
7 O 0.808 -0.084 2.039  C6 1.435, H18 0.963
8 H -0.253 -2.507 -2.389  C1 1.090
9 H -0.785 -2.792 -0.750  C1 1.089
10 H -1.523 -1.499 -1.726  C1 1.093
11 H 0.895 -0.646 -1.842  N2 1.011
12 H 0.735 0.722 -0.133  C3 1.063
13 H -2.206 0.446 -0.274  C4 1.091
14 H -1.456 0.555 -1.787  C4 1.085
15 H -0.145 2.577 0.355  S5 1.330
16 H -1.177 0.127 1.623  C6 1.094
17 H -0.560 -1.500 1.370  C6 1.088
18 H 0.937 -0.693 2.774  O7 0.963
19 H 2.641 -0.930 0.927  O21 0.967
20 H 2.208 -2.105 0.133  O21 0.967
21 O 2.896 -1.847 0.763  H19 0.967, H20 0.967

Computed properties:
M = 139.220 g/mol
multiplicity = 1
SMILES string = CN[C@H](CO)CS.O
E = -20778.43308 eV
HOMO-LUMO gap = 10.02 eV
energy above the lowest of the compared OMol25 structures with the same formula, charge and spin = 75.91 kJ/mol